Entry 1:
{
  "formula": "C32H60FO10P",
  "method": "ωB97M-V with the def2-TZVPD basis set",
  "de_lowest_ev": 0.186,
  "homo_ev": -7.90,
  "lumo_energy_ev": 0.7,
  "gap_ev": 8.6,
  "symbols": ["C", "O", "C", "C", "C", "C", "O", "C", "C", "O", "C", "C", "C", "C", "F", "O", "C", "C", "C", "C", "C", "C", "C", "P", "C", "C", "H", "H", "H", "H", "H", "H", "H", "H", "H", "H", "H", "H", "H", "H", "H", "H", "H", "H", "H", "H", "H", "H", "H", "H", "H", "H", "H", "H", "H", "H", "H", "H", "H", "H", "H", "H", "H", "H", "H", "H", "H", "H", "O", "C", "C", "C", "C", "O", "H", "H", "H", "H", "H", "H", "O", "C", "C", "C", "C", "O", "H", "H", "H", "H", "H", "H", "O", "C", "C", "C", "C", "O", "H", "H", "H", "H", "H", "H"],
  "coordinates": [[-2.151, 4.633, 2.490], [-3.257, 3.894, 2.022], [-2.887, 2.621, 1.528], [-2.204, 2.663, 0.152], [-0.910, 1.851, 0.139], [-0.141, 1.850, -1.185], [-1.028, 1.179, -2.094], [-0.750, 1.239, -3.477], [1.136, 0.975, -1.021], [2.202, 1.752, -0.590], [3.487, 1.335, -1.019], [4.519, 1.760, 0.012], [4.124, 1.407, 1.456], [3.932, 2.599, 2.368], [2.686, 3.207, 2.152], [0.941, -0.047, -0.062], [0.391, -1.269, -0.535], [1.204, -2.537, -0.137], [2.489, -2.204, 0.622], [0.274, -3.512, 0.607], [0.879, -4.719, 1.340], [1.524, -4.400, 2.697], [1.822, -5.550, 0.451], [0.108, 3.650, -1.735], [0.875, 4.470, -0.280], [1.542, 3.604, -2.892], [-1.610, 4.080, 3.270], [-2.533, 5.564, 2.905], [-1.445, 4.874, 1.685], [-2.245, 2.116, 2.265], [-3.820, 2.054, 1.471], [-2.872, 2.232, -0.598], [-2.041, 3.706, -0.127], [-1.166, 0.805, 0.335], [-0.244, 2.150, 0.951], [-0.961, 2.238, -3.878], [-1.409, 0.516, -3.957], [0.283, 0.973, -3.718], [1.359, 0.491, -1.983], [3.712, 1.789, -1.991], [3.511, 0.248, -1.148], [5.457, 1.265, -0.249], [4.696, 2.837, -0.081], [3.189, 0.839, 1.463], [4.896, 0.783, 1.915], [4.687, 3.372, 2.192], [3.962, 2.299, 3.419], [0.265, -1.213, -1.621], [-0.619, -1.355, -0.116], [1.491, -3.015, -1.080], [3.001, -1.363, 0.163], [3.173, -3.053, 0.610], [2.291, -1.934, 1.661], [-0.343, -2.942, 1.312], [-0.422, -3.924, -0.136], [0.022, -5.364, 1.567], [1.492, -5.278, 3.342], [2.565, -4.093, 2.598], [0.971, -3.604, 3.206], [1.613, -5.408, -0.612], [1.721, -6.616, 0.668], [2.869, -5.299, 0.633], [0.619, 5.531, -0.315], [1.958, 4.359, -0.271], [0.509, 4.066, 0.663], [2.481, 3.850, -2.399], [1.664, 2.637, -3.376], [1.368, 4.338, -3.682], [1.727, 2.187, -5.994], [0.884, 2.917, -6.424], [-0.435, 2.555, -7.082], [-0.863, 3.863, -7.743], [-0.206, 4.895, -6.831], [0.993, 4.264, -6.349], [-1.125, 2.246, -6.294], [-0.295, 1.723, -7.767], [-1.939, 3.995, -7.820], [-0.437, 3.929, -8.745], [-0.831, 5.142, -5.970], [0.080, 5.814, -7.337], [-8.105, 0.051, -2.623], [-7.624, 0.602, -1.679], [-7.167, -0.003, -0.363], [-7.047, 1.210, 0.553], [-6.726, 2.318, -0.446], [-7.396, 1.938, -1.660], [-6.204, -0.488, -0.537], [-7.879, -0.754, -0.033], [-6.292, 1.116, 1.331], [-8.006, 1.411, 1.032], [-5.655, 2.386, -0.652], [-7.091, 3.297, -0.148], [3.084, -7.113, 4.378], [2.519, -7.297, 5.414], [2.654, -8.467, 6.372], [1.417, -8.336, 7.255], [1.163, -6.833, 7.208], [1.620, -6.412, 5.912], [3.581, -8.332, 6.932], [2.719, -9.398, 5.815], [1.546, -8.710, 8.268], [0.579, -8.867, 6.801], [1.739, -6.294, 7.964], [0.115, -6.557, 7.298]]
}


Entry 2:
{
  "formula": "C32H60N2OP3Sr",
  "method": "ωB97M-V with the def2-TZVPD basis set",
  "homo_ev": -8.27,
  "lumo_energy_ev": -2.7,
  "total_charge": 1,
  "gap_ev": 5.6,
  "symbols": ["C", "C", "C", "C", "C", "H", "H", "H", "N", "P", "P", "C", "H", "H", "C", "O", "C", "H", "C", "C", "C", "C", "C", "H", "H", "H", "C", "H", "H", "H", "C", "H", "H", "H", "C", "H", "H", "H", "C", "H", "H", "H", "C", "H", "H", "H", "C", "H", "H", "H", "C", "H", "H", "H", "C", "H", "H", "H", "C", "H", "H", "H", "C", "H", "H", "H", "C", "H", "H", "H", "Sr", "N", "C", "C", "C", "C", "C", "H", "H", "H", "H", "H", "H", "H", "H", "H", "C", "P", "C", "C", "H", "H", "H", "H", "H", "H", "H", "H", "H"],
  "coordinates": [[2.028, -1.386, -0.867], [1.297, 0.681, -1.735], [2.987, -1.547, -1.872], [2.057, 0.410, -2.898], [2.941, -0.662, -2.960], [3.706, -2.375, -1.812], [1.892, 1.099, -3.734], [3.599, -0.818, -3.814], [1.246, -0.291, -0.743], [0.255, -2.918, 0.850], [0.129, 2.773, -0.048], [1.887, -2.563, 0.115], [2.199, -3.487, -0.386], [2.589, -2.383, 0.933], [-2.742, -0.197, 3.199], [-3.646, -0.395, 3.875], [0.668, 1.976, -1.528], [0.128, 2.345, -2.413], [-1.726, 3.565, -0.295], [1.656, 4.011, -0.108], [-0.661, -3.978, -0.501], [0.650, -3.957, 2.413], [-2.794, 2.665, 0.368], [-2.608, 2.473, 1.440], [-3.751, 3.210, 0.310], [-2.953, 1.713, -0.175], [-1.736, 4.954, 0.354], [-1.460, 4.904, 1.416], [-1.072, 5.670, -0.152], [-2.758, 5.365, 0.298], [-2.066, 3.647, -1.779], [-3.022, 4.179, -1.922], [-1.313, 4.164, -2.394], [-2.231, 2.630, -2.158], [1.624, 4.866, 1.159], [1.525, 4.246, 2.059], [2.541, 5.460, 1.280], [0.779, 5.561, 1.167], [2.959, 3.195, -0.171], [3.010, 2.393, 0.574], [3.079, 2.718, -1.144], [3.816, 3.863, -0.015], [1.460, 4.797, -1.408], [1.445, 4.095, -2.250], [0.517, 5.360, -1.432], [2.292, 5.493, -1.569], [-0.694, -4.379, 3.041], [-0.508, -4.872, 4.007], [-1.341, -3.511, 3.232], [-1.259, -5.082, 2.415], [1.405, -3.069, 3.415], [2.410, -2.816, 3.057], [0.869, -2.137, 3.640], [1.522, -3.617, 4.363], [1.527, -5.186, 2.132], [2.409, -4.929, 1.533], [1.883, -5.587, 3.093], [0.995, -6.000, 1.632], [-0.217, -3.497, -1.883], [0.820, -3.766, -2.113], [-0.842, -3.974, -2.646], [-0.330, -2.414, -1.996], [-2.167, -3.709, -0.304], [-2.414, -2.660, -0.508], [-2.711, -4.342, -1.015], [-2.499, -3.965, 0.712], [-0.383, -5.477, -0.392], [0.682, -5.726, -0.483], [-0.783, -5.919, 0.526], [-0.904, -5.965, -1.225], [-0.693, 0.065, 0.934], [-2.245, -0.431, -1.216], [-2.687, -0.322, -2.325], [-2.650, -0.108, -3.827], [-1.734, 1.061, -4.217], [-1.935, -1.343, -4.381], [-4.104, 0.209, -4.203], [-2.013, 2.005, -3.728], [-0.694, 0.855, -3.879], [-1.749, 1.225, -5.311], [-2.269, -2.311, -3.966], [-1.961, -1.349, -5.478], [-0.874, -1.241, -4.065], [-4.143, 0.476, -5.276], [-4.826, -0.584, -3.910], [-4.436, 1.104, -3.625], [1.714, 2.798, 4.224], [1.138, 1.254, 3.391], [2.750, 0.353, 3.399], [0.320, 0.484, 4.851], [2.508, 3.284, 3.642], [2.116, 2.564, 5.220], [0.871, 3.495, 4.335], [2.710, -0.506, 2.712], [3.550, 1.026, 3.064], [2.999, -0.007, 4.406], [1.038, 0.410, 5.680], [-0.517, 1.123, 5.165], [-0.077, -0.515, 4.622]]
}


Entry 3:
{
  "formula": "C32H60O18P2",
  "method": "ωB97M-V with the def2-TZVPD basis set",
  "homo_ev": -9.99,
  "lumo_energy_ev": 0.5,
  "gap_ev": 10.4,
  "symbols": ["C", "C", "O", "P", "O", "O", "C", "C", "O", "C", "C", "H", "H", "H", "H", "H", "H", "H", "H", "H", "H", "H", "H", "H", "H", "H", "C", "C", "O", "P", "O", "O", "C", "C", "O", "C", "C", "H", "H", "H", "H", "H", "H", "H", "H", "H", "H", "H", "H", "H", "H", "H", "O", "C", "C", "C", "C", "O", "H", "H", "H", "H", "H", "H", "O", "C", "C", "C", "C", "O", "H", "H", "H", "H", "H", "H", "O", "C", "C", "C", "C", "O", "H", "H", "H", "H", "H", "H", "O", "C", "C", "C", "C", "O", "H", "H", "H", "H", "H", "H", "O", "C", "C", "C", "C", "O", "H", "H", "H", "H", "H", "H"],
  "coordinates": [[-21.545, 14.620, 7.976], [-20.159, 14.125, 8.214], [-19.474, 13.632, 7.043], [-20.062, 12.661, 5.973], [-21.116, 13.204, 5.068], [-18.781, 12.271, 5.201], [-18.818, 11.423, 3.991], [-17.671, 11.756, 3.155], [-20.615, 11.498, 6.851], [-21.539, 10.475, 6.214], [-22.062, 9.465, 7.159], [-21.930, 14.920, 8.915], [-21.480, 15.513, 7.294], [-22.213, 13.913, 7.470], [-19.462, 14.762, 8.718], [-20.189, 13.279, 8.823], [-18.965, 10.384, 4.312], [-19.690, 11.713, 3.444], [-17.740, 11.223, 2.214], [-17.719, 12.801, 2.931], [-16.715, 11.534, 3.628], [-22.330, 11.093, 5.848], [-20.959, 10.089, 5.385], [-22.422, 8.652, 6.542], [-21.322, 9.008, 7.836], [-22.844, 9.941, 7.758], [-8.448, 13.485, 4.259], [-9.666, 14.349, 4.008], [-10.834, 14.061, 4.758], [-11.699, 15.239, 5.399], [-11.045, 16.505, 5.458], [-13.066, 15.255, 4.437], [-13.546, 16.485, 3.885], [-14.082, 16.266, 2.486], [-12.137, 14.580, 6.791], [-12.652, 13.204, 6.726], [-13.314, 12.970, 8.009], [-8.788, 12.480, 3.910], [-7.546, 13.886, 3.787], [-8.351, 13.346, 5.341], [-9.418, 15.411, 4.204], [-10.029, 14.158, 3.003], [-14.219, 17.046, 4.539], [-12.718, 17.218, 3.881], [-14.464, 17.294, 2.203], [-13.198, 15.991, 1.885], [-14.861, 15.525, 2.425], [-13.365, 13.097, 5.856], [-11.789, 12.538, 6.519], [-13.520, 11.867, 8.175], [-12.584, 13.215, 8.805], [-14.241, 13.497, 8.198], [-18.801, 9.014, 6.351], [-18.243, 9.546, 7.271], [-16.835, 10.149, 7.417], [-16.992, 11.105, 8.573], [-18.157, 10.391, 9.410], [-18.846, 9.590, 8.480], [-16.123, 9.360, 7.675], [-16.566, 10.575, 6.439], [-16.036, 11.201, 9.129], [-17.360, 12.055, 8.171], [-17.851, 9.743, 10.225], [-18.894, 11.096, 9.762], [-19.288, 18.170, 9.642], [-18.388, 18.052, 10.467], [-18.150, 16.768, 11.232], [-17.003, 17.149, 12.132], [-16.499, 18.487, 11.649], [-17.506, 18.970, 10.766], [-19.027, 16.686, 11.870], [-17.949, 15.957, 10.543], [-17.418, 17.379, 13.156], [-16.291, 16.305, 12.201], [-16.370, 19.117, 12.517], [-15.528, 18.370, 11.163], [-19.360, 17.693, -0.038], [-19.285, 18.120, 1.079], [-19.664, 17.521, 2.419], [-19.790, 18.654, 3.391], [-18.867, 19.676, 2.731], [-18.913, 19.439, 1.295], [-20.503, 16.856, 2.256], [-18.806, 16.839, 2.717], [-20.782, 19.088, 3.372], [-19.566, 18.413, 4.466], [-19.225, 20.725, 2.859], [-17.842, 19.540, 3.008], [-16.355, 19.222, 5.574], [-17.195, 19.963, 5.949], [-17.142, 21.540, 5.996], [-18.546, 21.965, 6.329], [-19.177, 20.677, 6.915], [-18.370, 19.558, 6.449], [-16.418, 21.801, 6.745], [-16.726, 21.913, 5.022], [-18.513, 22.654, 7.167], [-19.130, 22.352, 5.503], [-19.021, 20.755, 8.000], [-20.243, 20.519, 6.676], [-16.511, 14.368, 9.002], [-16.670, 14.775, 7.877], [-17.324, 16.010, 7.396], [-17.581, 15.791, 5.925], [-16.420, 14.886, 5.571], [-16.232, 14.115, 6.773], [-18.205, 16.207, 8.035], [-16.615, 16.817, 7.508], [-18.520, 15.339, 5.743], [-17.609, 16.757, 5.452], [-16.600, 14.195, 4.736], [-15.536, 15.472, 5.361]]
}


Entry 4:
{
  "formula": "C32H62BeBrClF9LiN5NaO8P2",
  "method": "ωB97M-V with the def2-TZVPD basis set",
  "homo_ev": -5.16,
  "lumo_energy_ev": -3.8,
  "gap_ev": 1.4,
  "symbols": ["C", "C", "C", "C", "C", "C", "C", "C", "C", "C", "C", "C", "C", "C", "C", "C", "C", "C", "C", "P", "C", "O", "N", "C", "C", "N", "C", "N", "P", "C", "O", "N", "C", "F", "F", "C", "F", "F", "F", "H", "H", "H", "H", "H", "H", "H", "H", "H", "H", "H", "H", "H", "H", "H", "H", "H", "H", "H", "H", "H", "H", "H", "H", "H", "H", "H", "H", "H", "H", "H", "H", "H", "H", "H", "H", "H", "H", "H", "H", "H", "H", "H", "H", "H", "H", "H", "H", "H", "H", "Cl", "Na", "C", "O", "O", "O", "Li", "N", "H", "H", "H", "H", "Br", "C", "C", "O", "C", "O", "C", "F", "F", "F", "H", "H", "H", "H", "H", "Be", "F", "C", "O", "H", "H", "H"],
  "coordinates": [[6.358, -2.350, 0.339], [5.602, -1.950, -1.008], [6.629, -1.243, -1.993], [7.329, 0.025, -1.364], [6.226, 1.155, -1.081], [6.524, 1.892, 0.298], [5.553, 3.148, 0.405], [4.303, 2.745, 1.336], [3.047, 2.603, 0.384], [1.729, 2.547, 1.293], [0.484, 2.561, 0.305], [-0.526, 1.337, 0.565], [-1.813, 1.800, 1.303], [-3.219, 1.239, 0.906], [-3.524, -0.277, 1.282], [-2.348, -1.308, 1.161], [-1.569, -1.390, 2.559], [-0.174, -2.103, 2.234], [-4.910, -0.707, 0.634], [-4.841, -1.976, -0.773], [-6.634, -2.001, -1.416], [-4.634, -3.558, -0.160], [-5.873, 0.442, 0.391], [-6.502, 0.626, 1.725], [-7.314, 1.906, 2.078], [-8.399, 1.904, 2.759], [-5.225, 1.575, -0.175], [-5.925, 2.647, -0.495], [-5.396, 4.252, -0.999], [-6.493, 4.630, -2.512], [-3.823, 4.329, -1.601], [-3.808, 1.670, -0.387], [-3.269, 1.241, -1.608], [-2.612, 0.000, -1.636], [-2.202, 2.127, -1.928], [-4.142, 1.204, -2.909], [-4.959, 0.104, -3.066], [-4.901, 2.328, -3.207], [-3.139, 1.097, -4.066], [6.288, -1.491, 1.070], [5.885, -3.259, 0.810], [7.441, -2.529, 0.089], [5.284, -2.902, -1.509], [4.703, -1.302, -0.821], [7.433, -1.971, -2.262], [6.097, -0.916, -2.935], [8.096, 0.445, -2.090], [7.839, -0.236, -0.376], [5.185, 0.725, -0.991], [6.280, 1.909, -1.914], [7.588, 2.264, 0.346], [6.372, 1.198, 1.179], [5.219, 3.396, -0.638], [6.083, 4.019, 0.874], [4.105, 3.577, 2.061], [4.448, 1.751, 1.836], [3.102, 1.650, -0.208], [2.909, 3.493, -0.304], [1.767, 3.459, 1.960], [1.754, 1.660, 1.978], [0.863, 2.500, -0.760], [-0.011, 3.564, 0.396], [0.057, 0.644, 1.245], [-0.618, 0.814, -0.415], [-1.881, 2.930, 1.234], [-1.684, 1.610, 2.414], [-3.903, 1.805, 1.634], [-3.718, -0.239, 2.402], [-1.567, -1.115, 0.390], [-2.697, -2.374, 0.989], [-2.162, -2.083, 3.229], [-1.410, -0.381, 3.011], [0.564, -2.051, 3.087], [0.330, -1.624, 1.342], [-0.361, -3.171, 1.939], [-5.409, -1.332, 1.446], [-6.929, -3.038, -1.757], [-6.792, -1.301, -2.274], [-7.339, -1.671, -0.589], [-5.158, -4.127, -0.758], [-7.248, -0.225, 1.828], [-5.807, 0.465, 2.610], [-6.954, 2.939, 1.791], [-8.594, 0.916, 2.982], [-6.948, 2.568, -0.396], [-7.471, 4.095, -2.383], [-5.974, 4.425, -3.483], [-6.712, 5.739, -2.422], [-3.809, 4.566, -2.555], [8.480, -2.210, -4.304], [8.771, 0.388, -4.784], [-1.752, -5.432, 3.300], [-2.156, -6.468, 3.833], [-2.485, -4.596, 2.690], [-0.544, -5.049, 3.288], [-0.003, -0.488, 4.307], [-3.867, 7.594, -1.801], [-3.134, 7.749, -2.499], [-3.948, 6.583, -1.609], [-3.624, 8.086, -0.936], [-4.758, 7.948, -2.157], [-2.188, 1.241, -5.826], [2.029, -7.993, -2.714], [1.718, -6.590, -3.196], [1.582, -5.691, -2.084], [2.722, -5.195, -1.589], [3.812, -5.452, -2.006], [2.426, -4.223, -0.448], [1.492, -4.691, 0.397], [1.968, -3.041, -0.907], [3.509, -3.955, 0.290], [1.278, -8.327, -1.996], [2.052, -8.691, -3.552], [2.995, -8.029, -2.207], [0.761, -6.584, -3.719], [2.472, -6.229, -3.898], [8.357, 0.377, 1.244], [-0.468, 1.958, 5.047], [6.455, 0.583, 4.757], [5.771, 0.372, 3.626], [6.483, -0.248, 5.491], [7.535, 0.818, 4.655], [6.114, 1.427, 5.397]]
}